Entry from OMol25: 2 unconnected molecules or ions with the total composition C5H8O (ωB97M-V with the def2-TZVPD basis set).

Properties
- HOMO energy (eV) = -8.190
- Kohn-Sham gap (eV) = 9.0
- structure (SMILES) = C1=C2C[C@H]2CO1.[H][H]
- largest force on an atom (eV/Å) = 0.354

Each line ends with the Mulliken charge.
CARTESIAN COORDINATES (ANGSTROEM)
1 O -1.7260 0.4697 0.4425  -0.37
2 C 1.2918 0.4171 -0.7514  -0.61
3 C -1.1027 -0.4525 -0.3274  -0.18
4 C -0.6942 1.4670 0.7550  -0.52
5 C 0.6215 0.7396 0.5747  -0.16
6 C 0.2358 -0.4718 -0.2197  0.16
7 H 1.0417 0.9977 -1.6374  0.22
8 H -0.8538 1.7845 1.7867  0.28
9 H 0.2733 -3.1436 -0.2132  -0.21
10 H -0.0220 -3.8252 -0.2763  0.19
11 H -1.7671 -1.0590 -0.9352  0.42
12 H 2.3373 0.1178 -0.6985  0.24
13 H -0.8599 2.3191 0.0841  0.24
14 H 1.2366 0.5860 1.4610  0.30